{"formula": "C29H36BrCl16F2NO4", "method": "wB97M-V/def2-TZVPD", "symbols": ["N", "C", "C", "C", "C", "C", "C", "O", "C", "Br", "C", "C", "C", "O", "C", "C", "C", "C", "O", "C", "C", "F", "C", "C", "C", "F", "C", "C", "O", "H", "H", "H", "H", "H", "H", "H", "H", "H", "H", "H", "H", "H", "H", "H", "H", "H", "H", "H", "H", "C", "Cl", "Cl", "H", "H", "C", "Cl", "Cl", "H", "H", "C", "Cl", "Cl", "H", "H", "C", "Cl", "Cl", "H", "H", "C", "Cl", "Cl", "H", "H", "C", "Cl", "Cl", "H", "H", "C", "Cl", "Cl", "H", "H", "C", "Cl", "Cl", "H", "H"], "xyz": [[4.949, 0.087, 2.536], [3.479, -0.088, 2.323], [2.819, 1.244, 1.819], [3.576, 2.412, 1.315], [2.865, 3.603, 0.823], [3.767, 4.773, 0.266], [4.606, 4.137, -0.946], [3.680, 3.361, -1.756], [1.397, 3.704, 0.809], [0.408, 5.252, 0.178], [0.637, 2.553, 1.303], [1.357, 1.352, 1.801], [0.446, 0.163, 2.282], [0.664, -0.466, 3.293], [-0.797, -0.094, 1.356], [-1.201, -1.464, 0.984], [-0.461, -2.749, 1.461], [0.363, -3.305, 0.210], [-0.376, -4.339, -0.465], [-2.360, -1.568, 0.074], [-3.065, -0.380, -0.428], [-4.128, -0.486, -1.314], [-2.659, 0.973, -0.052], [-3.354, 2.288, -0.586], [-4.345, 2.742, 0.588], [-5.584, 2.080, 0.392], [-1.512, 1.105, 0.849], [-0.936, 2.494, 1.305], [-1.634, 3.413, 1.660], [5.377, 0.472, 1.692], [5.012, 0.811, 3.259], [3.298, -0.876, 1.531], [3.071, -0.466, 3.291], [4.692, 2.401, 1.288], [3.088, 5.527, -0.230], [4.424, 5.233, 1.045], [5.078, 4.912, -1.600], [5.326, 3.406, -0.487], [4.017, 2.451, -1.834], [-1.239, -3.508, 1.734], [0.278, -2.584, 2.282], [1.395, -3.644, 0.497], [0.482, -2.446, -0.517], [0.153, -5.159, -0.481], [-2.659, -2.617, -0.232], [-2.589, 3.078, -0.802], [-3.950, 2.024, -1.485], [-4.425, 3.853, 0.688], [-3.909, 2.325, 1.536], [7.790, 3.039, 1.983], [6.476, 3.590, 3.027], [7.190, 2.560, 0.386], [8.505, 3.848, 1.861], [8.274, 2.184, 2.447], [-2.704, 1.906, -4.820], [-1.153, 2.395, -5.513], [-2.548, 1.513, -3.101], [-3.412, 2.724, -4.930], [-3.066, 1.030, -5.350], [-1.312, -6.177, 3.984], [-1.030, -5.731, 2.296], [0.205, -6.262, 4.887], [-1.954, -5.430, 4.443], [-1.795, -7.150, 4.016], [-0.801, -6.027, -3.306], [0.539, -6.774, -2.424], [-1.640, -7.207, -4.318], [-1.504, -5.610, -2.590], [-0.407, -5.236, -3.939], [-6.253, -2.720, -1.531], [-4.908, -3.445, -0.644], [-7.067, -3.912, -2.554], [-6.969, -2.319, -0.819], [-5.869, -1.920, -2.158], [-10.117, -5.115, -1.006], [-10.381, -6.452, 0.120], [-11.321, -5.117, -2.300], [-10.186, -4.177, -0.462], [-9.128, -5.215, -1.446], [1.184, 1.861, -9.091], [-0.527, 1.504, -9.358], [1.443, 2.644, -7.528], [1.745, 0.931, -9.116], [1.532, 2.524, -9.879], [6.288, 4.094, 7.110], [7.659, 3.379, 7.965], [5.477, 2.904, 6.086], [5.577, 4.474, 7.839], [6.648, 4.908, 6.486]], "gap_ha": 0.30131, "smiles": "NCc1cc(CCO)c(Br)c2c1C(=O)c1c(CCO)cc(F)c(CCF)c1C2=O.ClCCl.ClCCl.ClCCl.ClCCl.ClCCl.ClCCl.ClCCl.ClCCl", "spin_multiplicity": 1}

---

{"formula": "C29H36FHfN10O5Si", "method": "wB97M-V/def2-TZVPD", "symbols": ["Hf", "C", "O", "C", "C", "C", "C", "C", "C", "N", "N", "C", "C", "C", "C", "O", "C", "N", "C", "C", "C", "C", "H", "H", "H", "H", "H", "H", "H", "H", "H", "H", "H", "H", "C", "N", "C", "C", "N", "N", "C", "N", "N", "H", "H", "H", "H", "H", "H", "H", "H", "H", "H", "H", "C", "Si", "C", "C", "N", "C", "C", "C", "C", "C", "C", "F", "H", "H", "H", "H", "H", "H", "H", "H", "H", "H", "H", "H", "H", "O", "N", "O", "O"], "xyz": [[-1.763, 0.702, 1.340], [8.179, -0.403, -8.031], [7.763, -1.583, -7.359], [6.749, -1.484, -6.472], [6.336, -2.678, -5.883], [5.302, -2.665, -4.971], [4.671, -1.472, -4.634], [5.086, -0.283, -5.215], [6.123, -0.281, -6.132], [3.612, -1.588, -3.688], [3.052, -0.529, -3.375], [2.025, -0.703, -2.379], [1.462, -1.908, -2.060], [0.441, -2.010, -1.094], [-0.014, -0.893, -0.448], [-0.971, -0.917, 0.485], [0.529, 0.369, -0.791], [-0.009, 1.451, -0.140], [0.481, 2.640, -0.419], [1.513, 2.842, -1.352], [2.041, 1.774, -2.018], [1.549, 0.476, -1.748], [8.950, -0.711, -8.729], [8.593, 0.323, -7.329], [7.350, 0.047, -8.581], [6.839, -3.595, -6.157], [4.962, -3.581, -4.505], [4.593, 0.642, -4.949], [6.440, 0.652, -6.573], [1.817, -2.794, -2.568], [0.004, -2.970, -0.849], [0.047, 3.480, 0.103], [1.862, 3.848, -1.535], [2.825, 1.896, -2.752], [1.699, 1.340, 5.879], [1.489, 0.930, 4.493], [2.541, 0.186, 3.811], [0.311, 1.109, 3.867], [0.003, 0.572, 2.728], [-0.578, 1.941, 4.529], [-1.947, 2.025, 4.347], [-2.568, 2.874, 5.198], [-2.558, 1.296, 3.479], [2.621, 0.890, 6.233], [0.892, 0.990, 6.522], [1.807, 2.423, 5.976], [3.492, 0.412, 4.284], [2.612, 0.500, 2.769], [2.372, -0.893, 3.856], [0.646, -0.161, 2.454], [-0.178, 2.581, 5.194], [-2.038, 3.521, 5.757], [-3.489, 3.186, 4.941], [-3.567, 1.402, 3.549], [-5.838, 0.435, -0.828], [-4.243, -0.442, -0.467], [-2.929, 0.294, -1.602], [-4.420, -2.255, -0.801], [-3.635, -0.222, 1.165], [-4.164, -0.989, 2.215], [-5.517, -1.295, 2.386], [-5.958, -2.070, 3.452], [-5.066, -2.568, 4.390], [-3.711, -2.287, 4.251], [-3.320, -1.521, 3.183], [-1.977, -1.253, 3.019], [-6.049, 0.357, -1.899], [-5.783, 1.496, -0.571], [-6.689, 0.001, -0.298], [-3.405, 0.807, -2.440], [-2.275, -0.484, -1.999], [-2.293, 1.058, -1.142], [-4.601, -2.441, -1.863], [-5.254, -2.685, -0.242], [-3.510, -2.785, -0.508], [-6.232, -0.906, 1.671], [-7.015, -2.283, 3.548], [-5.412, -3.172, 5.217], [-2.970, -2.661, 4.944], [-3.136, 4.043, 2.081], [-2.455, 3.220, 1.561], [-1.231, 3.019, 1.830], [-2.917, 2.371, 0.693]], "total_charge": 1, "gap_ha": 0.25793, "e_above_lowest_kcal_mol": 0.0, "spin_multiplicity": 1}

---

{"formula": "C29H36FeGe2IN3O3S", "method": "wB97M-V/def2-TZVPD", "symbols": ["Fe", "O", "N", "C", "C", "C", "C", "C", "S", "H", "H", "H", "H", "N", "C", "C", "N", "H", "H", "H", "H", "H", "H", "H", "H", "H", "C", "Ge", "C", "C", "Ge", "C", "C", "C", "C", "C", "C", "C", "C", "C", "C", "C", "C", "H", "H", "H", "H", "H", "H", "H", "H", "H", "H", "H", "H", "H", "H", "H", "H", "H", "H", "H", "I", "C", "C", "C", "C", "C", "C", "C", "O", "O", "H", "H", "H", "H"], "xyz": [[1.384, 0.401, 0.569], [3.454, 0.572, 0.358], [4.108, 0.451, 1.516], [5.399, 0.060, 1.473], [6.138, -0.045, 2.619], [5.527, 0.248, 3.839], [4.209, 0.635, 3.860], [3.475, 0.749, 2.674], [1.820, 1.254, 2.633], [5.761, -0.154, 0.479], [7.170, -0.356, 2.557], [6.082, 0.162, 4.763], [3.698, 0.852, 4.787], [-0.201, 3.379, -3.352], [0.583, 3.621, -2.091], [1.215, 2.301, -1.675], [1.525, 2.212, -0.254], [-0.625, 4.235, -3.709], [-0.973, 2.707, -3.176], [0.384, 2.987, -4.091], [-0.136, 3.969, -1.348], [1.306, 4.411, -2.285], [2.132, 2.105, -2.236], [0.523, 1.507, -1.922], [0.904, 2.752, 0.345], [2.486, 2.460, -0.029], [-4.128, 1.830, 1.661], [-2.169, 1.941, 1.698], [-1.685, 3.808, 1.247], [-1.603, 1.744, 3.562], [-1.070, 0.364, 0.177], [-1.836, -1.400, 0.536], [-1.837, -2.406, -0.431], [-2.318, -3.676, -0.145], [-2.806, -3.961, 1.121], [-2.821, -2.970, 2.093], [-2.337, -1.703, 1.801], [-1.725, 0.841, -1.648], [-1.307, 0.138, -2.790], [-1.793, 0.451, -4.055], [-2.713, 1.484, -4.216], [-3.137, 2.199, -3.102], [-2.640, 1.881, -1.836], [-4.534, 2.573, 2.351], [-4.462, 0.843, 1.982], [-4.545, 2.019, 0.672], [-2.149, 4.463, 1.987], [-2.041, 4.123, 0.264], [-0.607, 3.981, 1.315], [-2.209, 2.411, 4.178], [-0.559, 2.024, 3.687], [-1.723, 0.729, 3.937], [-1.459, -2.207, -1.428], [-2.302, -4.443, -0.909], [-3.174, -4.953, 1.351], [-3.209, -3.184, 3.081], [-2.351, -0.948, 2.579], [-0.581, -0.660, -2.685], [-1.469, -0.123, -4.914], [-3.109, 1.716, -5.197], [-3.875, 2.984, -3.208], [-3.005, 2.440, -0.983], [1.172, -7.929, -1.675], [1.250, -5.914, -1.165], [1.152, -5.540, 0.169], [1.190, -4.197, 0.504], [1.322, -3.238, -0.493], [1.428, -3.620, -1.826], [1.395, -4.961, -2.167], [1.303, -1.810, -0.134], [1.394, -1.431, 1.073], [1.171, -0.893, -1.007], [1.044, -6.291, 0.939], [1.099, -3.883, 1.535], [1.537, -2.861, -2.589], [1.479, -5.265, -3.201]], "total_charge": 1, "s2": 0.924, "gap_ha": [0.26590, 0.25436], "e_above_lowest_kcal_mol": 3.2, "spin_multiplicity": 2}

---

| no. | E (eV) |
| --- | --- |
| 1 | -316169.1110 |
| 2 | -67696.1532 |
| 3 | -207619.4583 |